Record 1
75
Properties=species:S:1:pos:R:3 method="wB97M-V/def2-TZVPD" e_homo_ev="-13.969 / -13.964" largest_force_ev_per_a=1.3 de_lowest_kcal_mol=15.4 spin_multiplicity=1 charge=+2 homo_lumo_gap_ev="6.675 / 6.807"
C -0.941 -3.238 1.703
H -4.746 -0.504 -1.694
N 1.103 3.995 0.443
C -3.371 2.088 -0.184
H 4.316 -0.902 2.720
N 3.551 -0.753 2.080
H 5.290 0.076 -2.758
H 1.014 5.859 1.386
As -1.385 -0.637 -0.593
H -4.777 -1.698 -0.391
C -2.702 -3.822 -0.724
C 5.849 -0.191 -0.681
H 1.846 4.625 2.328
H 0.303 -3.722 -2.046
H -2.721 0.629 2.602
H -3.525 -3.581 -0.048
H -0.724 1.897 -4.162
H -2.579 -4.909 -0.718
H -1.181 -4.280 1.933
C 0.991 2.682 0.518
C 1.392 4.606 -0.854
H -4.220 2.626 0.247
H 1.042 -1.204 -2.724
C 2.337 -0.587 2.719
H 0.749 -0.656 -4.376
H 2.890 -0.124 -2.266
N 1.212 -0.434 2.034
H -3.408 2.224 -1.267
O 1.126 1.928 -0.463
H -0.828 -0.134 2.129
H -4.437 0.235 2.509
C 0.289 -1.147 -3.515
H 2.368 4.289 -1.221
H -3.577 0.047 -3.596
C -0.833 1.645 -3.103
H 1.244 -2.847 -0.829
C -3.453 -0.004 2.096
H -3.240 -1.048 2.333
Si -3.456 0.289 0.261
C 4.953 -0.088 -1.745
H 3.284 -0.729 4.649
H -5.768 -0.241 -0.278
C -0.011 -0.239 4.093
C 0.059 -0.258 2.728
H -1.627 2.268 -2.690
Si -1.145 -2.999 -0.133
C -2.771 -0.655 -3.820
C 5.360 -0.403 0.584
H 0.748 -4.504 -0.525
H 0.764 2.299 1.520
C 3.978 -0.516 0.781
C 0.425 -3.561 -0.974
C 1.005 4.810 1.661
H -1.606 -2.611 2.299
Si -1.205 -0.168 -2.953
H 1.173 -0.418 5.892
Pd 0.955 -0.360 -0.201
H 0.038 -2.169 -3.803
C -4.802 -0.631 -0.613
H 6.027 -0.476 1.433
C 1.175 -0.421 4.810
N 3.124 -0.429 -0.234
H -3.104 -1.662 -3.559
C 3.618 -0.207 -1.471
H -0.959 -0.104 4.594
H 0.640 4.310 -1.583
H -2.986 -3.520 -1.734
H -2.452 2.546 0.188
H 0.097 1.891 -2.590
C 2.347 -0.594 4.124
H 1.383 5.686 -0.751
H 0.085 -3.051 2.023
H 6.914 -0.096 -0.842
H -2.602 -0.627 -4.900
H 0.077 4.604 2.191

---

Record 2
72
Properties=species:S:1:pos:R:3 method="wB97M-V/def2-TZVPD" e_homo_ev=-9.224 largest_force_ev_per_a=2.2 spin_multiplicity=1 charge=0 homo_lumo_gap_ev=8.670
H -4.660 -1.979 -1.975
H 3.783 -3.985 1.219
H 4.624 -0.622 1.535
O 1.587 0.540 2.109
H -3.615 -2.705 2.167
H -3.720 -0.846 1.791
O -1.193 1.185 2.362
H -1.163 -3.898 -1.534
O -1.192 -3.713 0.630
O 0.925 4.472 -1.699
H 1.113 3.990 2.905
H -3.607 -1.438 3.446
C -0.834 -3.242 -0.728
O -1.958 -1.686 2.358
H 1.513 -0.003 0.297
O 4.056 1.328 1.708
H -0.685 0.001 -0.021
H 0.248 -3.233 -0.865
O 3.618 1.329 -1.132
H -3.968 1.774 1.304
H -3.635 0.033 -0.272
H 4.818 0.087 3.114
H 3.160 -1.846 0.715
H -2.796 2.211 -1.063
H 2.756 -2.463 2.391
O 2.868 -3.871 0.950
H 2.843 0.799 -0.950
H -0.153 1.584 -0.669
H -0.259 0.984 2.409
H 3.652 -1.907 -3.027
H 0.018 4.776 -1.736
H -1.694 -0.456 -3.080
C -3.367 -1.671 2.409
O -1.648 1.358 -4.060
O 1.300 0.109 -0.632
H 1.575 -2.277 1.105
H 6.036 0.389 1.879
C -0.051 0.502 -0.753
H 1.687 0.036 2.917
H 2.953 -3.509 -2.881
H -1.602 -0.822 2.577
H -1.489 -0.604 -4.897
C 2.836 -2.470 -2.573
H -0.408 4.402 2.145
H 1.093 5.329 1.852
H 3.381 1.846 -1.902
C -1.969 -0.085 -4.067
H 0.834 2.538 1.106
H -2.212 1.740 -3.383
C 2.605 -2.565 1.317
O -3.187 1.586 0.785
O -3.500 -0.584 -0.995
H -2.504 1.413 1.433
O -2.934 2.724 -1.859
H 0.980 3.979 -0.880
H 2.908 -2.558 -1.489
H -3.046 -0.246 -4.119
H -3.841 3.022 -1.799
H -1.359 1.737 3.125
C 0.666 4.334 1.973
H 4.068 1.423 0.753
H 2.449 0.929 1.960
H 1.344 -1.359 -2.166
H -1.208 -2.243 -0.952
H -0.319 0.281 -1.786
H -1.257 -2.969 1.233
O 1.573 -1.929 -2.904
C 4.965 0.275 2.050
H -4.671 -2.274 -0.224
H -5.539 -0.934 -0.848
O 1.026 3.452 0.886
C -4.621 -1.504 -0.994

---

Record 3
36
Properties=species:S:1:pos:R:3 method="wB97M-V/def2-TZVPD" e_homo_ev="-3.596 / -3.649" largest_force_ev_per_a=1.8 spin_multiplicity=1 charge=-1 homo_lumo_gap_ev="3.823 / 3.855"
H -1.509 -1.659 4.662
C -0.631 1.644 4.598
C -0.943 1.919 3.261
H -1.546 -2.451 0.113
H 0.091 -2.481 -2.039
H -0.016 -2.484 2.335
H 1.952 -0.497 -5.340
H -1.339 2.134 -4.120
H 3.016 1.681 -4.175
C -1.568 1.188 0.931
H -2.084 -1.130 2.307
H 1.009 3.308 -3.411
H 2.571 -2.440 1.578
H -0.785 2.911 2.839
C -0.809 0.351 5.114
C -1.352 -0.646 4.288
H 2.645 -2.419 -1.139
C -0.460 -2.464 0.141
H -0.749 -0.260 -5.291
Tl -0.391 0.690 -1.809
C -1.680 -0.357 2.961
O -1.630 0.126 0.183
C 1.952 1.477 -4.287
H -0.228 2.435 5.232
C 0.407 -2.467 -0.996
C -0.031 0.439 -4.861
C 0.348 -2.478 1.312
C 1.716 -2.463 0.907
C -1.438 0.914 2.412
C -0.347 1.697 -4.234
C 1.753 -2.453 -0.519
C 0.898 2.337 -3.889
H -0.528 0.110 6.141
Cl 1.898 1.100 -0.844
C 1.383 0.315 -4.889
O -1.571 2.369 0.529

---

Record 4
29
Properties=species:S:1:pos:R:3 method="wB97M-V/def2-TZVPD" e_homo_ev=-7.985 largest_force_ev_per_a=3.0 de_lowest_kcal_mol=8.7 spin_multiplicity=1 charge=0 homo_lumo_gap_ev=8.256 smiles=NCCSSCCN.O.O.O
C -1.435 -0.443 -2.100
C -0.352 3.016 0.622
H -0.029 -2.456 -3.110
H -0.548 -1.431 -0.341
H 1.579 -0.774 -0.747
H -1.475 -3.824 1.467
S -1.581 0.588 0.818
H -0.072 -3.465 0.900
H 1.120 3.232 2.061
C -0.779 -1.607 -1.382
H 3.322 -0.741 2.266
H -0.493 4.105 0.668
H 1.049 1.703 1.398
N 0.260 -2.296 -2.161
O -0.995 -3.201 0.928
H -0.351 2.929 -0.470
H -1.463 2.479 2.380
O 3.451 0.216 2.176
H -1.596 -2.341 -1.350
H -2.050 -0.778 -2.933
S -2.521 0.639 -1.019
C -1.533 2.316 1.302
H 2.851 0.267 1.404
H 0.590 -3.109 -1.678
H -0.694 0.261 -2.493
H -2.528 2.756 1.164
H 3.079 -0.340 -0.776
O 2.289 -0.392 -0.236
N 0.906 2.689 1.242

---

Record 5
16
Properties=species:S:1:pos:R:3 method="wB97M-V/def2-TZVPD" e_homo_ev=-8.240 largest_force_ev_per_a=3.4 de_lowest_kcal_mol=134.9 spin_multiplicity=1 charge=0 homo_lumo_gap_ev=9.259
H -2.496 2.318 0.073
N -1.205 -1.831 0.253
C -1.862 0.444 0.180
H 3.090 -0.778 0.781
H -0.624 -2.602 -0.235
H -0.801 2.094 -0.740
C 1.121 -0.384 0.347
N 0.271 -0.146 -0.630
H -2.515 0.089 1.016
C -1.669 1.667 -0.206
H 3.088 -0.019 -0.881
H 0.392 0.539 -1.439
H -0.757 -1.742 1.198
C 2.540 -0.020 0.135
N -1.022 -0.590 -0.432
H 2.448 0.962 0.580

---

Record 6
13
Properties=species:S:1:pos:R:3 method="wB97M-V/def2-TZVPD" e_homo_ev=-9.702 largest_force_ev_per_a=1.1 de_lowest_kcal_mol=16.3 spin_multiplicity=1 charge=0 homo_lumo_gap_ev=10.343 smiles="[H]/N=C/N.O.O"
O 2.835 2.511 -3.733
H 0.236 3.368 -0.749
H 3.073 2.548 -4.665
H -0.862 -4.287 1.375
C -1.083 -2.760 2.495
H -1.639 -1.038 3.395
H 1.979 2.073 -3.714
H -1.273 -0.994 1.713
N -0.891 -3.276 1.362
O -0.348 3.404 -1.519
H -1.336 -3.321 3.395
N -1.065 -1.370 2.637
H -0.356 2.481 -1.797